Entry 1:
127
Properties=species:S:1:pos:R:3:forces:R:3:lowdin_charge:R:1 method="wB97M-V/def2-TZVPD" smiles="C[C@H](Br)[C@H](Br)[C@]1(CCO[Si](C)(C)C)[C@@H](OC[C@@H](C)O)C[C@@H](F)OS1(=O)=O.CCCC#N.CCCC#N.CCCC#N.CCCC#N.CCCC#N.CCCC#N" multiplicity=1
Br 1.811576 -0.699977 -2.663709 -1.0 -0.4 1.0 0.6264
Br -1.223091 -3.460891 -2.211020 1.0 -0.1 0.9 0.7429
S -0.129117 -4.875577 0.950684 -5.8 -4.6 5.1 0.8749
Si -4.590150 -2.484555 2.503566 -0.7 1.5 -0.2 0.4628
F 2.791357 -5.675887 2.277500 -1.2 1.5 -3.5 -0.0683
O -3.075678 -1.611180 2.675851 -0.1 -2.5 -0.9 -0.3087
O 1.252408 -5.633587 0.315477 0.1 2.0 1.4 -0.2041
O -1.480393 -5.506521 0.432016 5.8 2.8 0.3 -0.3659
O 1.430523 -2.612532 2.754702 -0.3 1.9 -1.6 -0.1633
O -0.137994 -5.197255 2.495918 1.2 2.3 -5.7 -0.3247
O 3.880356 -0.630292 2.848187 -0.6 -1.1 0.8 -0.0998
N -5.313035 3.277722 2.090847 5.0 -3.6 -7.8 0.1016
N -1.138489 1.911413 1.650279 -1.2 -2.6 9.5 0.1190
N -0.124854 2.540581 7.729250 5.2 8.6 0.8 0.1362
N 7.644153 0.398675 -6.284072 -5.8 6.4 5.0 0.1111
N 1.561676 0.676127 -6.169150 8.0 -5.9 0.7 0.1128
N -0.909062 -2.352016 -7.759098 -2.7 9.6 -0.9 0.1093
C 6.910042 1.210178 -5.657636 4.7 -5.5 -4.4 -0.1759
C 0.289235 -1.088127 -1.370959 -1.5 0.5 0.5 -0.6928
C -1.519203 1.196851 4.310699 -0.1 0.4 -0.9 -0.1752
C -2.093222 2.383368 5.087437 -0.1 0.5 0.2 -0.2650
C 2.778893 -2.668842 -7.557073 -0.1 0.0 -0.1 -0.1127
C -1.244553 -1.141422 -7.867657 2.5 -8.0 1.0 -0.1640
C 1.297945 4.925888 7.868285 -0.5 -1.0 0.2 -0.1834
C -4.604748 -3.836754 1.131978 0.9 -1.5 0.3 -0.2045
C -1.076658 -0.490187 -2.059717 -0.1 1.8 0.2 -0.2465
C -1.173400 3.600216 5.077156 0.2 0.1 -0.2 -0.1364
C 3.248569 -1.810483 5.109431 -0.7 0.4 0.7 -0.0807
C -1.901141 -2.518923 2.490734 0.1 0.3 1.1 -0.2137
C 3.789818 -0.973199 -5.948960 -0.8 0.7 -0.3 -0.1989
C -0.310127 5.863509 9.605573 -0.1 0.1 0.1 -0.1139
C -1.234326 -2.119663 1.052329 -1.0 0.0 0.8 -0.0986
C -2.390274 -0.032517 -10.409136 0.0 0.0 -0.1 -0.1178
C 0.032524 -3.041162 0.573737 1.2 2.3 -1.1 -0.3431
C -4.677211 2.824279 1.100900 -4.1 2.7 6.8 -0.1734
C -5.914726 -1.146041 1.944396 -0.8 0.2 -0.5 -0.2020
C -5.156171 -3.084831 4.245900 -0.1 0.4 1.3 -0.2086
C 1.375583 -1.261598 3.331169 -0.1 0.8 1.8 -0.1574
C -1.311084 1.587398 2.856555 1.2 1.8 -8.0 -0.1307
C -3.912968 3.307600 -1.223852 -0.2 0.3 -0.2 -0.2734
C 2.862052 -0.749322 3.902453 -0.7 -1.1 1.0 -0.3193
C 2.746369 -3.527965 0.829584 0.1 0.5 0.3 -0.0401
C -1.649051 0.317902 -7.998535 0.1 -1.1 0.0 -0.2032
C -3.910716 2.277734 -0.092476 -0.4 0.6 0.7 -0.2112
C 6.860787 2.953940 -3.874658 0.3 0.1 0.3 -0.2744
C 0.520260 3.622124 7.792258 -4.2 -7.4 -0.5 -0.1564
C 1.140289 5.541304 9.260064 -0.2 0.1 0.4 -0.2754
C -2.783320 0.450504 -9.016619 -0.2 -0.1 -0.3 -0.2801
C 1.482793 -2.591769 1.279082 1.1 0.5 0.6 -0.2390
C 7.507322 2.041303 -2.837361 0.1 0.0 0.1 -0.1143
C 2.507143 -5.141752 0.892322 2.5 -0.3 -0.1 -0.2296
C 0.234059 -2.711409 -1.048274 1.3 0.3 -0.4 -0.6093
C -5.317119 3.650308 -1.711511 -0.1 0.1 -0.1 -0.1165
C 6.025146 2.188475 -4.902475 0.8 -0.5 -0.5 -0.1972
C 3.971477 -1.771672 -7.241277 -0.1 -0.3 -0.4 -0.2689
C 2.571946 -0.071708 -6.069279 -6.8 5.1 -0.4 -0.1921
H -5.404857 -0.150387 1.565770 -1.2 -1.9 1.0 0.0246
H -0.990190 0.697448 -1.971073 0.0 -2.5 -0.2 0.0930
H -3.064416 2.669518 4.665412 0.1 -0.2 0.0 0.1096
H 3.656555 -1.647283 -5.095777 -0.2 0.2 -0.1 0.0952
H -1.526567 0.525363 -10.788601 -0.1 -0.1 0.0 0.0774
H -1.610517 4.411998 5.667157 0.1 -0.1 0.0 0.0762
H 4.870200 -2.392355 -7.155415 0.0 0.2 0.1 0.1116
H 7.647094 3.523903 -4.384628 -0.2 -0.1 0.0 0.1134
H -3.656651 -0.119710 -8.676982 0.2 0.1 0.1 0.1115
H -0.779838 0.906243 -8.312214 0.0 -0.3 0.1 0.1080
H 2.354922 4.726525 7.663296 -0.2 -0.2 -0.1 0.1152
H 3.374645 -5.622986 0.225698 -2.2 0.8 1.5 0.1842
H 1.731321 6.462257 9.313456 0.0 -0.2 -0.1 0.1102
H -2.234937 -3.645543 2.591214 0.9 2.2 -0.6 0.1070
H 3.093851 -3.150351 -0.246369 -0.9 -1.3 2.1 0.1395
H -6.528910 -1.600161 1.035706 1.3 1.0 1.8 0.0459
H -0.742106 6.558278 8.876256 0.0 -0.1 0.1 0.0783
H -5.919130 4.108410 -0.920349 0.1 -0.1 0.0 0.0697
H -1.020327 3.982569 4.062963 -0.1 -0.1 0.0 0.0703
H 0.509480 -0.422340 -0.428925 -0.3 -1.6 -1.9 0.0889
H -1.175319 -0.702894 -3.216173 0.2 0.1 2.6 0.0758
H -3.419123 4.228331 -0.889821 0.0 -0.2 0.0 0.1143
H -3.932800 -4.741881 1.524018 -1.4 1.8 -1.1 0.0528
H -2.072594 -0.754050 -1.456743 2.4 0.3 -1.4 0.0756
H 8.210870 1.340591 -3.298051 -0.1 0.1 0.0 0.0701
H -0.932785 -0.967460 1.132537 -0.3 -2.6 -0.2 0.1247
H 2.595379 -3.378667 -6.742405 0.0 0.1 -0.1 0.0805
H 1.784792 -1.474035 0.986692 -0.9 -2.5 0.2 0.1647
H -3.088581 1.500926 -9.077873 0.1 -0.1 0.2 0.1081
H 8.069763 2.633193 -2.108329 -0.1 -0.1 -0.1 0.0740
H -4.561338 -2.417584 5.036246 -1.2 -1.5 -1.6 0.0586
H 1.866452 -2.086176 -7.718825 0.1 -0.1 0.1 0.0424
H 4.334873 -1.502930 2.659432 -1.1 1.4 0.8 0.0943
H -4.135593 -3.491915 0.111530 -1.2 -0.7 1.9 0.0519
H -2.882432 2.056042 0.211578 -0.3 0.0 0.2 0.0517
H -3.330161 2.916644 -2.065168 0.0 0.0 0.2 0.1042
H -2.140561 -1.098279 -10.411692 0.0 0.1 0.1 0.0695
H 2.737122 0.310642 4.435915 0.2 -2.2 -1.5 0.1606
H 6.749250 1.463683 -2.296163 0.1 0.1 -0.1 0.0770
H 5.572705 2.887062 -5.613979 0.1 -0.3 0.0 0.1173
H 1.541390 4.856505 10.017278 0.0 0.1 -0.2 0.1134
H 6.219984 3.678577 -3.360270 0.0 -0.1 -0.2 0.1107
H -5.838512 2.754242 -2.067079 0.0 0.1 0.0 0.0772
H 0.705445 -1.354092 4.315210 1.4 0.2 -2.1 0.1290
H -5.268180 4.366711 -2.537666 0.0 -0.1 0.1 0.0716
H -0.561645 0.882840 4.740291 0.0 0.1 -0.2 0.1046
H 2.965033 -3.240395 -8.471863 0.0 0.0 0.2 0.0760
H 3.500891 -2.892268 4.736055 -0.3 2.2 0.5 0.0913
H -0.371077 6.326801 10.595425 0.0 0.0 -0.2 0.0744
H 1.245646 -3.152450 -1.480341 -2.3 0.7 1.1 0.0802
H 0.846092 -0.455158 2.666641 1.2 -1.6 0.8 0.1214
H 4.675503 -0.357680 -5.760115 -0.2 0.0 0.0 0.0759
H 4.074123 -1.379773 5.850856 -1.6 -1.0 -1.9 0.0944
H -4.376317 1.342661 -0.422514 -0.1 0.1 0.2 0.1081
H -1.975777 0.689425 -7.021711 0.2 -0.2 -0.1 0.1107
H -0.194580 3.355719 5.505344 -0.3 0.1 -0.3 0.0327
H -6.713742 -0.955288 2.804408 1.8 -0.1 -1.9 0.0481
H -0.929495 4.961323 9.631160 0.1 0.1 -0.1 0.0707
H -3.220670 0.107594 -11.108402 0.1 0.0 0.1 0.0721
H 2.257648 -1.919355 5.765163 2.2 0.2 -1.4 0.0931
H 0.926628 5.612545 7.099718 -0.1 -0.2 0.0 0.1175
H -2.208126 0.347176 4.359712 0.1 0.0 -0.3 0.1059
H -2.121220 -2.138206 0.254670 2.1 -0.3 1.7 0.1077
H -1.206025 -2.309432 3.431592 -1.2 -0.5 -2.3 0.1317
H 4.132162 -1.086375 -8.082559 0.1 0.0 0.2 0.1140
H -6.295095 -2.770908 4.386061 2.4 -1.0 -0.3 0.0499
H -2.269897 2.080225 6.125326 0.1 -0.1 -0.2 0.0966
H -4.956850 -4.218230 4.470405 -0.6 2.2 -0.3 0.0485
H 3.663937 -3.278300 1.547828 -2.2 -0.7 -1.5 0.1410
H -5.697212 -4.261823 1.036353 2.1 1.0 -0.1 0.0615
H 5.217979 1.636965 -4.408117 0.1 0.0 -0.1 0.1061


Entry 2:
154
Properties=species:S:1:pos:R:3:forces:R:3:lowdin_charge:R:1 method="wB97M-V/def2-TZVPD" multiplicity=1
Cl 3.747250 -5.697203 -0.094597 -1.0 0.2 -0.7 0.5036
S -3.742504 -3.098656 0.687429 0.4 1.1 -1.2 0.9013
O -4.253660 -0.863362 -4.622420 -1.0 0.4 0.2 0.0257
O -1.467019 -1.175938 -12.523470 -0.3 -0.1 0.4 0.0476
O 6.639280 -11.376691 1.175870 0.4 0.5 -0.3 0.0692
O 4.519566 3.429075 0.940244 0.4 -0.3 0.3 0.0572
O 1.736040 2.742103 -3.509955 0.0 0.6 0.2 0.0730
O -0.763613 -2.480871 -6.993242 -0.5 -0.2 -0.3 0.0540
O 6.008337 -8.557014 3.736089 0.5 0.3 -0.3 0.0619
O -1.506347 4.266498 8.206537 0.6 0.0 0.4 0.0829
O 0.075895 8.793339 -2.615329 -0.4 -0.1 -0.5 0.0620
O 1.622957 4.733917 -2.649583 0.1 -0.3 -0.6 0.0327
O -6.035661 -1.853159 -5.376233 0.6 0.3 0.3 0.0790
O -8.436841 7.625705 0.819355 0.0 0.7 0.1 0.0363
O 9.178086 2.378857 3.639284 0.3 0.3 -0.5 0.0555
O -1.133294 8.681764 -4.417050 0.3 -0.1 0.5 0.0543
O 1.582451 2.570361 4.985781 -0.4 -0.2 0.1 0.0313
O 7.700654 -9.813207 0.103586 -0.1 -0.4 0.4 0.0456
O -0.358658 1.746796 5.513606 0.7 0.3 0.0 0.0592
O -5.518790 5.440966 0.606564 -0.5 -0.2 -0.2 0.0539
O -2.547986 -3.470178 -7.743900 0.5 0.3 0.3 0.0500
O -7.302797 4.451560 -0.142099 0.4 0.3 0.3 0.0401
O 5.873722 2.107290 2.008321 -0.4 0.4 -0.2 0.0393
O 10.437590 3.637611 2.394172 -0.4 -0.4 0.3 0.0569
O -8.558669 9.617904 1.676887 0.2 -0.6 -0.4 0.0771
O 0.328298 4.019228 9.343843 -0.5 0.4 0.0 0.0419
O -3.034595 -1.095570 -11.020698 0.5 -0.1 -0.4 0.0629
O 7.913980 -7.602208 3.311878 -0.5 -0.3 0.0 0.0482
N -1.963030 -1.488674 -11.452134 -0.2 0.1 -0.1 -0.4469
N -2.365405 -0.673599 -1.289514 -0.5 -1.2 2.5 -0.0795
N 9.625542 2.741853 2.563745 0.2 0.1 0.2 -0.4462
N -8.105600 8.799894 0.896168 -0.2 0.1 0.2 -0.4240
N 5.016788 2.975999 1.956470 -0.1 0.1 -0.2 -0.4275
N 6.755297 -7.884888 3.044776 0.0 0.0 0.2 -0.4436
N -6.660224 5.024223 0.724078 0.1 0.1 -0.1 -0.4386
N -5.397885 -1.280770 -4.508369 -0.2 0.0 0.0 -0.4141
N -0.652687 4.654565 8.985653 -0.2 0.0 -0.1 -0.4287
N 0.760368 2.145038 5.786382 -0.1 -0.1 -0.1 -0.4378
N -1.907282 -2.896453 -6.876558 0.1 -0.1 0.2 -0.4225
N -0.645429 8.205423 -3.404742 0.1 0.3 0.0 -0.4474
N 7.633977 -10.719119 0.920531 -0.3 -0.2 0.0 -0.4419
N 2.068749 3.913487 -3.436563 -0.2 -0.3 0.1 -0.4249
C -7.331095 5.229386 2.033136 0.0 0.0 0.4 0.0328
C 1.412086 -1.796538 2.929958 0.4 0.3 -2.4 -0.2812
C 0.581146 -0.952052 4.002343 1.6 -0.1 0.1 -0.0873
C -2.581383 -2.687991 -5.568953 0.2 -0.2 -0.1 0.0363
C -6.073031 -1.075399 -3.200663 0.1 0.1 0.4 0.0575
C -1.940083 -2.075825 -1.396307 2.0 -4.1 -1.7 -0.1830
C -0.007841 -6.384767 -2.036425 0.7 1.3 0.9 -0.1689
C 2.454000 0.240476 1.531277 -0.1 -0.3 -0.8 -0.1846
C -5.632131 1.399811 -0.160992 1.6 -3.2 0.7 -0.0532
C 0.747858 3.080535 -0.217520 -1.0 -0.2 0.2 -0.0832
C 4.539754 3.525619 3.252269 -0.2 0.2 0.2 0.0487
C 9.134958 2.026686 1.356779 0.0 0.0 -0.4 0.0412
C -0.961640 6.782709 -3.112648 0.0 -0.3 0.3 0.0350
C -0.162852 0.745034 -1.182024 0.5 0.2 0.4 -0.1395
C -5.749608 -0.980389 1.001237 0.4 1.7 -0.7 -0.2260
C -0.795616 -2.365022 -2.443085 -0.6 -2.2 1.3 0.0023
C 2.144271 -5.335621 -0.904478 -1.9 0.6 -0.1 -0.5821
C 1.682413 -3.359709 3.240486 0.0 0.6 -0.5 -0.0923
C -4.413016 -1.416622 0.335107 -0.6 3.1 -1.3 -0.3578
C 1.155627 2.108516 7.218436 0.2 0.0 0.0 0.0432
C -0.176053 -3.762093 -2.667909 -3.2 0.7 3.2 -0.0348
C 0.758704 1.481307 -0.049249 -0.1 -0.4 -0.3 -0.3190
C -0.813442 6.018744 9.553059 -0.2 0.3 0.0 0.0488
C -1.861122 -4.757660 -0.762969 1.9 3.3 -2.7 -0.0219
C -4.310472 0.955850 -0.826061 -1.5 -1.5 1.7 -0.0252
C -1.188678 -2.431811 -10.603008 -0.1 -0.1 0.4 0.0396
C -3.648556 -0.460543 -0.606033 -4.2 1.6 1.4 -0.2041
C -6.388751 0.410224 0.786650 3.9 -0.7 -2.3 -0.0286
C -0.706342 -4.943114 -1.807195 -1.3 1.7 0.0 -0.1834
C -1.323995 -0.014244 -0.376386 1.2 1.0 -0.4 -0.1536
C -2.429633 -3.297822 -0.587828 1.7 -0.2 -1.7 -0.3925
C 3.108065 4.389783 -4.386358 0.3 -0.1 -0.2 0.0483
C 2.240129 0.828866 0.023021 -0.7 -0.3 1.1 -0.1551
C 1.076848 -6.553563 -0.823561 -0.6 0.7 0.0 -0.2339
C 8.878096 -11.043485 1.666051 0.2 -0.2 0.3 0.0453
C -6.472677 -2.010737 1.988709 0.3 0.4 -0.5 -0.1175
C 1.903074 -1.261411 1.687027 -1.1 0.0 2.6 -0.0840
C 6.202708 -7.367451 1.765739 0.0 0.2 -0.3 0.0093
C -7.057760 9.276650 -0.044102 0.2 -0.1 -0.3 0.0505
H 0.278395 1.259924 0.982354 0.7 0.3 -1.7 0.1150
H -7.492894 10.075966 -0.642794 0.1 0.0 0.2 0.1034
H 6.973689 -6.790843 1.257862 0.0 -0.1 0.2 0.0998
H 9.177120 -10.148471 2.211204 0.0 0.0 -0.2 0.0957
H 1.101407 1.071217 7.547735 -0.1 0.1 0.0 0.1082
H 1.911704 -1.935808 0.758551 0.9 0.8 1.6 0.1025
H 2.253832 -4.950491 -1.989667 0.4 -0.9 1.8 0.0785
H 2.170972 2.489941 7.312393 -0.2 0.0 -0.1 0.0994
H -0.759403 -7.239886 -2.078746 1.0 1.2 0.2 0.1129
H 9.397297 0.975253 1.468233 -0.2 0.1 0.1 0.1042
H 1.739690 3.542481 -0.533122 -1.3 -0.7 0.6 0.0584
H 1.340035 -0.316595 4.593159 -1.3 -0.8 -0.7 0.0684
H -8.221376 5.827957 1.854935 0.1 -0.3 0.0 0.0699
H 2.668138 5.189792 -4.980784 0.1 0.0 0.2 0.1008
H -1.721948 6.461695 9.149118 0.1 -0.2 0.0 0.0978
H 5.347019 -6.737955 2.007303 0.0 -0.2 0.0 0.0614
H 1.593980 -3.592041 4.362752 0.0 0.4 -1.7 0.0746
H -3.473328 -2.087563 -5.749623 0.5 -0.5 -0.2 0.0616
H -6.221545 9.639234 0.552487 -0.2 0.1 0.0 0.1042
H -0.360334 -1.498904 -3.067876 -1.0 -1.5 1.2 0.1037
H -0.038196 3.357144 -1.013530 1.3 -0.3 1.2 0.0656
H 0.669896 -3.956593 -3.412551 -1.5 0.5 1.2 0.1028
H 0.516848 0.028341 -1.766339 -1.2 0.9 0.9 0.0859
H -2.265698 -5.648586 -0.158525 0.7 1.7 -1.1 0.1072
H -0.464059 6.494409 -2.188534 0.0 0.1 -0.2 0.0876
H -7.358537 0.761133 1.279415 1.6 -0.9 -0.7 0.0956
H 9.632730 -11.332817 0.935534 -0.1 0.2 0.0 0.1014
H -0.859984 -0.865740 0.230480 -0.5 1.5 -0.4 0.1307
H -6.989506 -2.802622 1.348680 0.8 0.9 1.0 0.0826
H -0.881317 5.918229 10.635682 0.2 0.0 -0.1 0.1038
H -3.775594 1.723524 -1.500815 -0.9 -1.5 1.2 0.1122
H 0.364743 3.535604 0.770031 0.9 -0.5 -1.5 0.0829
H 0.466559 -6.354415 0.139878 1.2 -0.8 -1.3 0.1079
H -0.187621 -0.247945 3.522603 1.2 -1.2 0.7 0.0819
H -0.559987 1.501528 -1.963160 0.4 -1.2 1.4 0.1130
H -6.329660 -2.058064 -2.805888 -0.1 0.1 -0.1 0.1081
H -2.043192 6.700994 -3.009891 0.1 0.0 -0.2 0.1010
H 4.117413 2.699765 3.824140 0.1 0.1 0.0 0.0908
H -6.964858 -0.476244 -3.381428 0.0 -0.2 0.0 0.1075
H -1.825575 0.786974 0.290005 0.7 -1.6 -1.0 0.1388
H -1.057558 -3.352596 -11.170339 0.1 0.2 0.0 0.1028
H 8.671966 -11.862447 2.352747 -0.1 0.1 -0.1 0.0976
H 2.776768 -3.566149 2.932192 -1.9 0.1 0.5 0.0753
H 5.399568 3.960789 3.760747 0.0 -0.2 0.0 0.1030
H -5.389073 -0.556865 -2.530040 -0.1 -0.1 -0.2 0.0555
H -7.292201 -1.492414 2.616277 1.5 -0.7 -1.0 0.0846
H -0.230391 -1.963359 -10.381705 -0.1 -0.1 -0.1 0.1024
H 1.666192 -4.458498 -0.321714 1.0 -1.4 -0.9 0.0704
H 5.905392 -8.226448 1.165066 -0.1 0.1 0.1 0.0870
H 8.054979 2.162216 1.310676 0.1 -0.2 0.1 0.0679
H -6.645656 5.747682 2.701386 0.0 -0.1 -0.2 0.0999
H 1.998970 0.946611 2.326214 0.7 -1.1 -1.2 0.1064
H -2.838479 -3.670200 -5.172099 0.0 0.1 -0.1 0.1127
H 3.410087 3.558880 -5.021411 -0.1 0.1 0.2 0.0968
H 9.614888 2.452413 0.477298 0.0 0.0 0.2 0.0950
H 0.097555 -1.670190 4.752340 0.5 1.1 -1.2 0.0802
H 3.783995 4.283639 3.054637 0.1 -0.2 -0.1 0.0989
H -1.746316 -2.619996 -9.686451 0.1 0.1 -0.2 0.0550
H -7.587118 4.247243 2.429728 0.0 0.1 -0.1 0.1011
H 0.612790 -6.350955 -2.995428 -1.1 -0.1 1.1 0.1068
H -1.897738 -2.169676 -4.900034 -0.1 -0.1 -0.2 0.0710
H 2.351740 -0.087615 -0.673941 -0.2 1.6 0.9 0.1058
H -6.028269 2.466775 -0.348923 0.7 -2.0 0.3 0.0712
H 1.570426 -7.587517 -0.829323 -0.7 1.6 0.0 0.1088
H 0.455908 2.735846 7.769414 0.1 -0.4 -0.2 0.0498
H 3.592431 0.175958 1.696701 -1.6 0.0 0.0 0.1047
H 3.020542 1.619210 -0.234755 -0.9 -1.2 0.4 0.0888
H -0.597269 6.186846 -3.948338 -0.2 0.1 0.0 0.0951
H 0.061207 6.600094 9.263574 0.0 -0.1 0.1 0.1040
H -6.748972 8.445660 -0.676082 -0.1 0.1 0.2 0.0969
H 3.950198 4.751498 -3.797437 -0.2 0.1 0.0 0.1037
H -5.696788 -2.505493 2.689651 -1.4 0.8 -1.1 0.0731
H 0.972518 -4.042718 2.639861 1.1 0.9 1.0 0.0749


Number 1: LUMO 0.0023 hartree, orbital gap 10.01 eV. Number 2: LUMO -0.0208 hartree, orbital gap 7.26 eV.